DFT (the ωB97M-V functional and the def2-TZVPD basis) results for C48H42CrI2N3O2S2SbTe as an isolated structure at a distorted geometry.

Last column: Löwdin charge in e.
Geometry (Å):
Cr  0.0963  1.0696  -0.7951  0.029
I  4.4744  2.8266  1.2655  0.974
C  2.7225  2.1964  2.1671  -0.666
C  2.5851  2.2441  3.5720  -0.214
C  1.4563  1.7925  4.1971  -0.673
I  1.3458  1.8989  6.2735  0.980
C  0.3922  1.2483  3.4321  -0.208
C  -0.8033  0.7031  3.9466  -0.022
C  -1.7150  0.1308  3.1033  -0.011
C  -1.4577  0.1164  1.7247  -0.108
N  -0.3850  0.6693  1.2020  0.016
C  0.5474  1.2176  2.0347  -0.163
C  1.7155  1.6982  1.3710  -0.466
O  1.7728  1.5979  0.0611  -0.320
H  3.4026  2.6415  4.1588  0.087
H  -0.9795  0.7230  5.0148  0.076
H  -2.6251  -0.3187  3.4761  0.119
H  -2.1398  -0.3791  1.0448  0.100
C  -1.6063  4.5665  5.8364  -0.052
C  -1.2137  4.4547  4.3898  -0.261
C  0.0391  4.8746  3.9574  -0.030
C  0.4034  4.7736  2.6223  -0.065
C  -0.5115  4.2682  1.7139  -0.400
C  -1.7743  3.8450  2.1145  -0.057
C  -2.1118  3.9367  3.4517  -0.024
S  0.0057  4.1333  0.0333  1.036
C  -0.8929  5.4816  -0.7001  -0.195
O  -0.7434  2.9227  -0.5538  -0.662
H  -0.7313  4.6723  6.4753  0.060
H  -2.1698  3.6922  6.1626  0.082
H  -2.2420  5.4406  5.9918  0.092
H  0.7511  5.2606  4.6763  0.124
H  1.3936  5.0711  2.2973  0.121
H  -2.4671  3.4336  1.3902  0.106
H  -3.0887  3.6018  3.7807  0.124
H  -1.9581  5.2804  -0.5915  0.071
H  -0.6095  5.5288  -1.7496  0.068
H  -0.6121  6.3984  -0.1835  0.074
C  -0.4088  -5.7559  -2.0594  -0.074
C  -0.7964  -5.1752  -0.8601  -0.076
C  -0.3356  -3.9099  -0.5208  -0.137
C  0.5207  -3.2146  -1.3738  -0.354
C  0.9015  -3.8046  -2.5772  -0.142
C  0.4369  -5.0690  -2.9180  -0.072
Sb  1.3026  -1.2984  -0.8789  1.609
C  1.9633  -1.6148  1.1253  -0.335
C  1.0766  -2.0300  2.1188  -0.136
C  1.4731  -2.0912  3.4470  -0.077
C  2.7634  -1.7205  3.8026  -0.072
C  3.6529  -1.3023  2.8242  -0.066
C  3.2567  -1.2512  1.4928  -0.116
C  3.1729  -1.5247  -1.8365  -0.356
C  3.8805  -2.6903  -1.5353  -0.137
C  5.1053  -2.9374  -2.1340  -0.070
C  5.6302  -2.0257  -3.0423  -0.073
C  4.9299  -0.8693  -3.3458  -0.068
C  3.7015  -0.6159  -2.7441  -0.113
H  -0.7584  -6.7463  -2.3200  0.108
H  -1.4523  -5.7090  -0.1840  0.108
H  -0.6546  -3.4795  0.4203  0.082
H  1.5724  -3.2861  -3.2525  0.099
H  0.7432  -5.5195  -3.8537  0.110
H  0.0568  -2.3014  1.8747  0.078
H  0.7721  -2.4188  4.2050  0.110
H  3.0731  -1.7588  4.8393  0.109
H  4.6593  -1.0077  3.0941  0.112
H  3.9599  -0.8994  0.7472  0.101
H  3.4773  -3.4116  -0.8330  0.108
H  5.6501  -3.8406  -1.8917  0.109
H  6.5872  -2.2188  -3.5094  0.107
H  5.3374  -0.1547  -4.0492  0.109
H  3.1793  0.3007  -2.9745  0.039
C  0.9898  0.2983  -7.6282  -0.020
C  0.6013  -0.1029  -6.2401  -0.308
C  -0.0335  -1.3112  -5.9660  0.004
C  -0.3635  -1.5615  -4.6522  -0.126
N  -0.0820  -0.7065  -3.6666  -0.029
C  0.5511  0.4140  -4.0236  -0.764
S  1.0212  1.5786  -2.7698  0.698
N  0.8977  0.7545  -5.2612  0.115
H  0.6408  -0.4163  -8.3703  0.079
H  2.0753  0.3801  -7.6955  0.091
H  0.5789  1.2830  -7.8496  0.089
H  -0.2613  -2.0207  -6.7484  0.115
H  -0.8673  -2.4790  -4.3649  0.112
C  -3.8055  0.9951  -0.5366  -0.393
Te  -2.2764  0.5617  -1.9552  1.508
C  -2.7068  -1.4847  -1.5858  -0.380
C  -3.8965  -1.5169  -0.6586  -0.285
C  -4.4634  -2.7370  -0.2888  -0.032
C  -5.5610  -2.7754  0.5515  -0.069
C  -6.1101  -1.5889  1.0285  -0.072
C  -5.5508  -0.3763  0.6687  -0.037
C  -4.4368  -0.3290  -0.1701  -0.297
H  -4.5217  1.6709  -1.0015  0.064
H  -3.3829  1.4970  0.3341  0.039
H  -1.8335  -1.9544  -1.1458  0.018
H  -2.9043  -1.9839  -2.5330  0.070
H  -4.0394  -3.6581  -0.6719  0.116
H  -5.9955  -3.7262  0.8304  0.108
H  -6.9787  -1.6130  1.6731  0.108
H  -5.9817  0.5483  1.0353  0.118

Net charge ... +1
F_max ... 1.01 eV Å⁻¹
Total energy ... -139142.7999 eV
Highest occupied orbital energy (spin up / spin down) ... -9.918 / -9.949 eV
Kohn-Sham gap (spin up / spin down) ... 6.39 / 6.92 eV
2S+1 ... 2
<S²> ... 0.78

DFT (the ωB97M-V functional and the def2-TZVPD basis) results for the molecule C4H8N2O at a distorted geometry.

Last column: Löwdin charge in e.
Geometry (Å):
C  -1.7801  0.5173  0.7796  -0.098
N  -0.3741  0.0940  0.7677  -0.092
C  0.2431  0.0247  -0.5473  -0.354
C  -0.3818  -0.9949  -1.4239  -0.174
N  -0.9090  -1.8019  -2.0645  0.155
C  1.7458  -0.2232  -0.3607  -0.240
O  2.2900  0.8026  0.4212  -0.054
H  -2.4230  -0.2578  1.2084  0.084
H  -1.9041  1.4336  1.3659  0.076
H  -2.1424  0.7054  -0.2373  0.081
H  -0.2792  -0.8097  1.2207  0.120
H  0.1259  1.0017  -1.0304  0.157
H  2.2561  -0.2240  -1.3279  0.130
H  1.8878  -1.2178  0.0959  0.127
H  1.6452  0.9502  1.1326  0.081

SMILES string ... CN[C@H](C#N)CO
F_max ... 1.13 eV Å⁻¹
Total energy ... -9304.5624 eV
Highest occupied orbital energy ... -10.131 eV
Kohn-Sham gap ... 10.95 eV

DFT (the ωB97M-V functional and the def2-TZVPD basis) results for an isolated ion of composition C2H6NO2S and charge +1 at a distorted geometry.

Last column: Löwdin charge in e.
Geometry (Å):
N  -1.1297  -0.8252  -0.0463  0.151
C  -0.3838  0.4381  0.0104  0.010
C  1.1567  -0.1913  0.0757  -0.403
O  1.2203  -1.4318  0.1035  0.046
O  2.2505  0.6200  0.0544  -0.405
S  3.8026  -0.1054  -0.0742  0.938
H  -1.6610  -1.0831  0.6845  0.103
H  -0.3370  -1.6292  -0.0622  0.175
H  -1.9115  -0.8270  -0.8384  0.244
H  -0.5236  1.1737  -0.7327  0.127
H  -0.4610  0.9625  0.9176  0.120
H  4.1684  1.1486  -0.1835  -0.107

SMILES string ... [NH3+]CC(=O)OS
Net charge ... +1
F_max ... 5.47 eV Å⁻¹
Total energy ... -18582.9399 eV
Highest occupied orbital energy ... -13.425 eV
Kohn-Sham gap ... 9.70 eV

DFT (the ωB97M-V functional and the def2-TZVPD basis) results for a 7-piece molecular cluster, C19H51NO20S6 overall at a distorted geometry.

Last column: Löwdin charge in e.
Geometry (Å):
C  4.1440  -10.8888  -1.3291  -0.076
C  2.9222  -10.6573  -2.2202  -0.268
O  2.2724  -9.4062  -1.9134  -0.281
S  1.3130  -8.6658  -3.0439  0.684
C  2.5183  -7.1354  -3.3492  -0.064
O  1.1313  -9.5059  -4.1893  -0.290
O  0.1048  -8.1355  -2.3861  -0.316
H  4.0031  -10.7485  -0.2574  0.074
H  4.9787  -10.2206  -1.5407  0.073
H  4.5934  -11.8730  -1.4618  0.079
H  3.4170  -10.6682  -3.1913  0.108
H  2.1888  -11.4572  -2.3224  0.121
H  3.5242  -7.5548  -3.3716  0.041
H  2.5284  -6.4603  -2.4935  0.059
H  2.3782  -6.7426  -4.3563  0.055
C  1.0456  2.3853  11.1120  -0.063
C  1.7434  3.5964  10.5267  -0.340
O  1.7251  3.5640  9.1462  -0.255
S  2.3662  4.8655  8.3881  0.661
C  2.5757  4.0259  6.8470  -0.115
O  1.3090  5.8800  8.2450  -0.300
O  3.6215  5.2100  9.0530  -0.296
H  1.2121  2.4116  12.1888  0.078
H  1.4507  1.4204  10.8070  0.080
H  -0.0253  2.5065  10.9485  0.081
H  1.1626  4.4710  10.8198  0.118
H  2.6298  3.8390  11.1129  0.120
H  1.5196  3.7893  6.7177  0.070
H  3.1670  3.1469  7.1036  0.078
H  2.9406  4.6701  6.0470  0.084
C  4.5216  -0.7005  -10.6318  -0.054
C  3.6326  0.6230  -10.7204  -0.269
O  3.1632  0.7353  -9.4117  -0.285
S  1.6999  0.0983  -9.0011  0.670
C  0.8268  1.6684  -8.6133  -0.100
O  1.0056  -0.4982  -10.1776  -0.317
O  1.9265  -0.6583  -7.7954  -0.286
H  5.3475  -0.5890  -9.9293  0.068
H  4.9635  -0.8068  -11.6226  0.070
H  3.9377  -1.5394  -10.2534  0.073
H  4.3265  1.4273  -10.9647  0.114
H  2.9243  0.5744  -11.5474  0.114
H  -0.0509  1.4275  -8.0137  0.072
H  0.6917  2.1735  -9.5697  0.069
H  1.5743  2.2373  -8.0604  0.061
C  -4.8019  -0.5409  6.6198  -0.098
C  -4.3397  -0.9163  7.9357  -0.360
O  -5.1924  -0.4243  8.8965  -0.275
S  -6.7088  -1.0986  9.2371  0.752
C  -6.1702  -2.0948  10.7475  -0.086
O  -7.5325  0.0889  9.6536  -0.318
O  -7.0550  -1.9921  8.1124  -0.313
H  -5.6495  0.1417  6.6805  0.092
H  -5.2360  -1.3811  6.0777  0.081
H  -4.0148  -0.0779  6.0246  0.085
H  -4.1207  -1.9812  8.0140  0.124
H  -3.3622  -0.4487  8.0536  0.125
H  -5.9063  -1.3534  11.5017  0.067
H  -5.3749  -2.7913  10.4821  0.063
H  -7.0389  -2.7258  10.9351  0.060
C  8.1213  -2.6968  -3.9074  -0.093
C  7.8648  -1.8719  -5.1370  -0.319
O  6.8006  -0.9690  -4.9873  -0.250
S  7.0616  0.4515  -4.1620  0.693
C  7.0199  1.6999  -5.5830  -0.078
O  5.9317  0.6634  -3.2682  -0.299
O  8.4261  0.4938  -3.5915  -0.319
H  9.0057  -3.3127  -4.0703  0.083
H  7.3102  -3.4070  -3.7462  0.085
H  8.4287  -2.1418  -3.0211  0.074
H  8.7221  -1.5182  -5.7097  0.125
H  7.6026  -2.7698  -5.6965  0.115
H  7.5012  2.5879  -5.1732  0.064
H  5.9697  1.8120  -5.8526  0.061
H  7.5618  1.2137  -6.3942  0.058
C  -7.0794  6.5993  0.4765  -0.082
C  -8.3635  6.0519  -0.0520  -0.295
O  -8.5178  6.7736  -1.2878  -0.268
S  -9.8084  7.8593  -1.2825  0.654
C  -11.3345  6.8020  -1.5496  -0.093
O  -9.8932  8.5007  -0.0030  -0.291
O  -9.6492  8.6851  -2.4598  -0.293
H  -6.3642  6.5499  -0.3446  0.081
H  -6.6072  5.9458  1.2101  0.083
H  -7.0608  7.6662  0.6987  0.087
H  -8.2200  4.9966  -0.2841  0.121
H  -9.2220  6.1558  0.6115  0.110
H  -11.1819  6.2977  -2.5038  0.062
H  -12.1893  7.4780  -1.5299  0.067
H  -11.4392  6.0040  -0.8145  0.058
C  -0.5007  0.0414  -1.1817  0.039
N  -0.9378  0.9962  -0.1152  -0.412
O  -0.2327  1.0373  0.8940  0.049
O  -1.9866  1.6799  -0.2509  0.031
H  -1.3948  -0.5501  -1.3786  0.099
H  0.2826  -0.6253  -0.8211  0.094
H  -0.0764  0.5812  -2.0283  0.101

SMILES string ... CCOS(C)(=O)=O.CCOS(C)(=O)=O.CCOS(C)(=O)=O.CCOS(C)(=O)=O.CCOS(C)(=O)=O.CCOS(C)(=O)=O.C[N+](=O)[O-]
F_max ... 4.58 eV Å⁻¹
Total energy ... -127970.6656 eV
Highest occupied orbital energy ... -10.732 eV
Kohn-Sham gap ... 10.72 eV

DFT (the ωB97M-V functional and the def2-TZVPD basis) results for a 2-piece molecular cluster, C2H6NO3 overall at a distorted geometry.

Last column: Löwdin charge in e.
Geometry (Å):
O  -0.9156  -0.2517  -1.1262  -0.103
C  -0.0446  0.5697  -0.7470  -0.771
O  0.7462  1.2093  -1.4628  -0.082
C  -0.0171  0.7941  0.7791  -0.240
N  -1.3405  0.9846  1.3758  -0.027
H  0.5688  1.7058  0.9447  0.092
H  0.5324  -0.0044  1.2723  0.085
H  -1.6278  1.9233  1.1254  0.049
H  -1.9735  0.4098  0.8511  0.034
H  1.8219  -2.3795  -0.3706  0.022
H  0.8090  -2.1576  -1.4961  0.021
O  1.4408  -2.8033  -1.1457  -0.080

Net charge ... -1
F_max ... 1.18 eV Å⁻¹
Total energy ... -9805.6896 eV
Highest occupied orbital energy ... -4.133 eV
Kohn-Sham gap ... 8.39 eV

DFT (the ωB97M-V functional and the def2-TZVPD basis) results for the molecule C5H3NS at a distorted geometry.

Last column: Löwdin charge in e.
Geometry (Å):
C  -0.5623  2.5055  2.6870  0.127
C  -0.4049  1.7075  1.6952  -0.141
C  -0.0449  0.8609  0.6527  -0.057
C  0.4855  0.1348  -0.2486  0.016
C  0.8473  -1.1245  -1.0652  -0.992
N  0.0102  -1.3694  -2.0762  -0.043
S  2.0765  -2.1176  -0.6254  0.650
H  -1.2298  3.0397  3.3741  0.041
H  -0.0805  -2.5595  -2.4665  0.225
H  -1.0971  -1.0772  -1.9271  0.175

SMILES string ... C#CC#CC(N)=S
F_max ... 7.23 eV Å⁻¹
Total energy ... -17553.0298 eV
Highest occupied orbital energy ... -8.810 eV
Kohn-Sham gap ... 7.98 eV